No. 1
Molecular formula: C46H65IN7O5PS3
Method: DFT, the ωB97M-V functional and the def2-TZVPD basis

Results
LUMO level   -1.0 eV
HOMO level   -8.6 eV
Maximum force   5.8 eV/A

Element x y z (Å)
C 1.31273 -3.24689 1.00987
C 0.59232 -2.07508 1.19725
C -0.90124 -1.83134 0.80565
C -1.81372 -2.92009 1.50369
C -1.38901 -3.45382 2.91983
C -2.03254 -2.65127 4.15554
S -0.84647 -1.89397 5.32243
C 0.81033 -2.58876 5.18877
S 1.10287 -4.19759 5.50701
N 1.92858 -1.78421 4.83183
C 1.87903 -0.60537 4.07864
C 3.18008 -0.03210 3.83709
N 4.03846 -0.93816 4.53318
C 3.32098 -1.91899 5.10672
C -1.15192 -1.81160 -0.80086
C 0.13996 -1.82843 -1.68684
C 1.19555 -0.68894 -1.58422
C 2.60545 -1.29100 -2.09242
C 3.77931 -1.07710 -1.03334
C 5.12713 -0.59314 -1.74684
C 5.93732 0.47365 -0.88543
C 5.32211 1.92375 -1.16261
C 4.25057 2.29092 -0.04323
C 3.85840 3.83359 -0.19274
C 2.49206 4.07078 0.62867
C 1.29208 4.16903 -0.39358
C 0.00662 4.67671 0.40383
O -0.08934 3.98641 1.66052
C -1.44814 3.82561 2.06710
C -2.35151 -0.88618 -1.27535
I -1.82552 1.00479 -2.20699
P -3.45338 -1.76100 -2.61270
N -2.62984 -3.10959 -3.32694
O -4.80864 -2.46182 -1.84857
C -3.38782 -0.48693 -0.12852
O -2.80291 0.38401 0.86305
S -1.30886 -0.09631 1.35964
O -1.29628 0.03128 2.82417
O -0.31596 0.86306 0.85540
H 1.11911 -4.22643 1.52094
H 2.19442 -3.22011 0.31321
H 1.16446 -1.19687 1.61802
H -2.83306 -2.44534 1.66215
H -2.03617 -3.82270 0.85940
H -0.30950 -3.68832 3.06844
H -1.89693 -4.46635 3.00699
H -2.70499 -1.86175 3.71639
H -2.72359 -3.32861 4.73827
H 0.96623 -0.11951 3.66508
H 3.40836 0.87300 3.24208
H 3.69626 -2.75525 5.72797
H -1.57801 -2.85695 -0.95637
H 0.65170 -2.82220 -1.52200
H -0.20122 -1.87624 -2.76765
H 1.02765 0.20107 -2.25599
H 1.40864 -0.27335 -0.56982
H 2.52722 -2.36065 -2.41918
H 2.92883 -0.71277 -3.01023
H 4.04859 -2.08574 -0.59052
H 3.49668 -0.41753 -0.17500
H 5.79603 -1.48827 -1.93012
H 4.93966 -0.11948 -2.74597
H 6.98202 0.49898 -1.32065
H 5.94715 0.20176 0.19991
H 4.89322 2.00692 -2.19449
H 6.14595 2.68953 -1.07217
H 3.28416 1.72731 -0.15258
H 4.69521 2.11270 0.97841
H 4.62453 4.50019 0.27836
H 3.65103 4.05542 -1.27402
H 2.30942 3.17015 1.28083
H 2.57857 5.01104 1.24025
H 1.54259 4.90773 -1.19960
H 1.05404 3.16390 -0.84078
H -0.87935 4.46405 -0.26617
H 0.09368 5.79405 0.58111
H -2.09137 4.68057 1.68928
H -1.92462 2.87780 1.70041
H -1.46593 3.85391 3.19069
H -1.81479 -2.85100 -3.88147
H -2.44114 -3.87866 -2.67806
H -4.51705 -2.97886 -1.06805
H -4.15471 0.15543 -0.65963
H -3.97204 -1.34844 0.28250
N -4.21843 -0.21350 6.25930
C -5.22687 0.54055 6.71121
C -5.58191 1.76264 6.16243
C -4.84866 2.23549 5.08463
C -3.79777 1.47366 4.59911
C -3.52694 0.26351 5.21755
H -5.76849 0.13043 7.55722
H -6.40998 2.32941 6.56811
H -5.09401 3.18757 4.62810
H -3.20171 1.80903 3.76012
H -2.71716 -0.36879 4.87086
N -0.51079 2.28718 -7.62848
C -0.66356 1.80205 -6.39119
C -1.87805 1.38236 -5.87090
C -3.00238 1.47323 -6.67657
C -2.87034 1.97435 -7.96202
C -1.60928 2.36348 -8.38718
H 0.24408 1.75353 -5.79789
H -1.94229 0.99500 -4.86064
H -3.97097 1.15643 -6.30619
H -3.72545 2.06073 -8.61996
H -1.45488 2.75843 -9.38592
N -2.78382 4.59093 -2.03765
C -3.57763 5.49744 -1.45849
C -4.73385 5.99321 -2.04012
C -5.08743 5.52648 -3.29643
C -4.27894 4.58772 -3.91778
C -3.14650 4.15478 -3.24801
H -3.25705 5.83426 -0.47776
H -5.34074 6.72533 -1.52355
H -5.98335 5.89018 -3.78591
H -4.52187 4.20019 -4.89883
H -2.48421 3.41906 -3.69210
N 3.53616 -5.64650 -0.83961
C 4.74457 -5.44523 -0.30105
C 5.42495 -6.39425 0.44503
C 4.81964 -7.62333 0.65052
C 3.56720 -7.85632 0.10493
C 2.97329 -6.84178 -0.62842
H 5.17649 -4.46708 -0.48622
H 6.40253 -6.17624 0.85455
H 5.31842 -8.39172 1.22949
H 3.06314 -8.80371 0.24481
H 1.99503 -6.97819 -1.07795



No. 2
Molecular formula: C46H66O39
Method: DFT, the ωB97M-V functional and the def2-TZVPD basis

Results
LUMO level   -0.5 eV
HOMO level   -10.1 eV
Maximum force   6.2 eV/A

Element x y z (Å)
C 2.89487 -4.37811 0.16813
C 3.13380 -3.38069 1.40868
O 4.49957 -3.75741 1.77106
C 4.73306 -4.97497 1.24901
O 5.82711 -5.55257 1.48624
O 3.66312 -5.43646 0.61057
H 3.30633 -3.95510 -0.74831
H 1.83233 -4.55444 0.00079
H 2.43124 -3.47365 2.23686
H 3.18191 -2.42313 0.89017
C -6.12528 -1.80920 -0.46111
C -6.67639 -0.47478 -0.72540
O -5.58289 0.39114 -0.56945
C -4.53086 -0.32262 -0.84559
O -3.41582 0.08820 -1.06356
O -4.76969 -1.71293 -0.68879
H -6.61479 -2.59257 -1.03973
H -6.36021 -2.09124 0.56523
H -7.36017 -0.20004 0.07775
H -7.19970 -0.32344 -1.66951
C 3.57087 1.04025 1.88702
C 4.88413 1.28022 1.14949
O 5.72024 0.23659 1.83194
C 5.06929 -0.32726 2.84703
O 5.44772 -1.30172 3.42204
O 3.90869 0.23475 3.04202
H 2.94844 0.36607 1.29866
H 3.17646 2.02324 2.14447
H 5.20539 2.29274 1.39380
H 4.85347 1.17924 0.06461
C -2.51619 4.34858 -4.06324
C -3.64652 3.40036 -4.40997
O -3.79908 2.67940 -3.18999
C -3.22844 3.37634 -2.24544
O -3.31092 3.02886 -1.06544
O -2.45706 4.31728 -2.73232
H -2.80283 5.34440 -4.40128
H -1.50200 4.08107 -4.35979
H -3.46579 2.86580 -5.34253
H -4.53617 3.92342 -4.76072
C -0.13639 1.59703 0.30821
C -0.11176 0.74478 -0.93555
O -0.36010 -0.53886 -0.28248
C 0.05055 -0.52584 0.93537
O 0.27669 -1.53416 1.59553
O 0.18277 0.65098 1.34805
H -1.16026 1.85090 0.58269
H 0.56973 2.42135 0.20823
H 0.89180 0.72625 -1.36054
H -0.83319 1.10983 -1.66657
C 4.59897 -3.06056 -3.64911
C 3.65948 -2.23307 -4.43966
O 3.11359 -1.41772 -3.53394
C 3.72815 -1.41704 -2.33345
O 3.41603 -0.72427 -1.32936
O 4.75824 -2.26127 -2.41297
H 5.51001 -3.24266 -4.21915
H 4.11812 -4.00168 -3.38230
H 3.00391 -2.83732 -5.06673
H 4.25354 -1.60870 -5.10702
C -1.94394 -1.81376 -3.80665
C -1.62581 -2.83443 -2.71691
C -2.14622 -4.25716 -2.87604
O -0.95453 -5.03898 -2.75552
C 0.14250 -4.22639 -2.59571
O 1.27813 -4.70950 -2.49406
O -0.24240 -2.88994 -2.58531
H -1.79794 -0.78982 -3.46267
H -3.01096 -1.71642 -4.00687
H -1.58145 -2.04575 -4.80809
H -1.96306 -2.32329 -1.81519
H -2.43249 -4.38197 -3.92035
H -2.97728 -4.49490 -2.21202
C -3.06627 1.06125 2.84072
C -4.04689 2.07304 3.47635
C -5.41920 2.10745 2.90632
O -6.20046 1.78468 4.01871
C -5.47694 1.68722 5.18911
O -5.89169 1.43175 6.29742
O -4.19331 1.82227 4.86843
H -3.62764 0.13103 2.75326
H -2.08083 0.90376 3.27913
H -2.73179 1.41069 1.86393
H -3.53675 3.01126 3.25817
H -5.54151 1.39585 2.08977
H -5.59628 3.07572 2.43812
C 1.01975 3.36702 4.13222
C -0.30089 4.08003 3.86901
C -0.04701 5.51130 3.67264
O -0.44055 5.83834 2.34121
C -1.02648 4.78582 1.81005
O -1.61251 4.77707 0.73552
O -0.80594 3.69644 2.57307
H 1.77792 3.47730 3.35691
H 0.86515 2.29113 4.21385
H 1.50350 3.58691 5.08392
H -1.06611 3.79546 4.59120
H 1.00686 5.77512 3.76133
H -0.70511 6.07180 4.33661
C -1.72129 -3.72222 0.65068
C -2.27440 -4.35329 1.93796
C -1.88165 -3.74133 3.31735
O -3.14316 -3.06986 3.71819
C -4.12535 -3.36250 2.91559
O -5.28714 -2.84592 2.95936
O -3.70148 -4.10977 1.92004
H -0.63598 -3.81364 0.60770
H -2.10532 -2.70268 0.68456
H -2.24242 -4.17277 -0.19403
H -1.98291 -5.40232 1.88622
H -1.01338 -3.08280 3.29379
H -1.63977 -4.56059 3.99441
C 5.87722 2.26186 -2.59948
C 4.73231 3.29110 -2.52167
C 3.39528 2.74397 -2.95052
O 2.61962 2.70699 -1.79594
C 3.23586 3.29572 -0.84260
O 2.67405 3.53918 0.19999
O 4.42916 3.64733 -1.21458
H 5.94088 1.93581 -3.63761
H 5.63217 1.46647 -1.89563
H 6.79357 2.64030 -2.14651
H 4.92423 4.21861 -3.06111
H 3.47128 1.71705 -3.30794
H 2.90962 3.44793 -3.62630
C 1.18622 0.98373 -4.82142
C 0.33646 1.20100 -6.00891
C 0.07675 -0.03252 -6.86039
O -1.25986 0.02977 -7.16239
C -1.77918 0.76228 -6.22688
O -2.96856 0.79322 -5.95787
O -0.91790 1.44994 -5.51641
H 1.46723 1.91739 -4.33418
H 2.12681 0.56545 -5.17980
H 0.69172 0.25731 -4.17654
H 0.64528 2.05412 -6.61299
H 0.47404 -0.91542 -6.35964
H 0.67791 0.11850 -7.75700
C 0.27285 -1.55511 5.29032
C 1.20569 -0.96559 6.35655
C 2.64867 -1.54348 6.35441
O 3.42694 -0.34580 6.43910
C 2.70320 0.75490 6.43525
O 3.12536 1.89302 6.49904
O 1.37297 0.45293 6.22912
H -0.76132 -1.28106 5.49884
H 0.30643 -2.64256 5.22393
H 0.45432 -1.19710 4.27691
H 0.71444 -1.07149 7.32379
H 2.74245 -2.05528 5.39662
H 2.72901 -2.18240 7.23386



No. 3
Molecular formula: C46H67FInO33S2
Method: DFT, the ωB97M-V functional and the def2-TZVPD basis

Results
LUMO level   1.3 eV
HOMO level   -4.2 eV
Net charge   -1
Maximum force   2.3 eV/A

Element x y z (Å)
O 0.84344 2.22380 -6.77828
S 1.91526 2.89206 -6.10183
O 3.06326 3.11400 -6.91357
O 1.34468 4.29011 -5.56566
C 2.39939 2.03826 -4.63560
C 3.56205 2.69729 -3.85775
C 4.46367 1.62901 -3.19995
C 4.04946 1.37382 -1.74273
In 1.96146 0.61789 -1.49752
C 0.66873 2.44468 -1.25419
C -0.64400 2.31806 -1.99960
F -1.70430 2.94833 -1.32035
C 1.20601 -0.62081 -3.23169
C 0.32455 -1.73674 -2.63611
C -0.38465 -2.59631 -3.71155
S 0.40005 -4.23507 -3.88090
C 1.83238 -0.77902 0.29166
C 2.23560 -0.13603 1.57880
C 3.34939 -0.59306 2.25203
C 3.73462 0.00175 3.42290
C 3.02459 1.05543 3.91951
C 1.91059 1.48996 3.25927
C 1.49441 0.90809 2.09002
H 0.45641 4.09952 -5.21995
H 2.61234 0.99482 -4.84488
H 1.52838 2.01876 -3.97450
H 3.18988 3.38965 -3.10492
H 4.13890 3.27441 -4.58431
H 5.47545 2.06393 -3.19276
H 4.56351 0.72451 -3.80344
H 4.12758 2.33953 -1.23077
H 4.77872 0.72694 -1.24499
H 0.42745 2.65669 -0.20944
H 1.19095 3.32971 -1.62516
H -0.58144 2.74232 -2.99920
H -0.90791 1.26134 -2.12516
H 2.00511 -1.07734 -3.82262
H 0.52606 -0.00881 -3.83134
H 0.88636 -2.34885 -1.93075
H -0.43581 -1.23760 -2.02386
H -1.43234 -2.74560 -3.47152
H -0.33859 -2.06740 -4.65583
H 1.42891 -4.18156 -3.01817
H 0.77861 -1.06423 0.34456
H 2.47359 -1.62350 0.03803
H 3.92023 -1.42619 1.86163
H 4.59948 -0.35243 3.97522
H 3.33949 1.54096 4.83206
H 1.36328 2.32794 3.67869
H 0.59792 1.29451 1.62439
C 0.88668 7.71152 -4.80123
C -0.59668 7.68374 -5.09453
O -0.97181 6.37396 -4.66891
C -0.05608 5.95521 -3.74878
O -0.16798 4.97259 -3.09241
O 0.99822 6.80317 -3.69956
H 1.24298 8.70070 -4.52579
H 1.48751 7.33801 -5.62686
H -1.15579 8.41826 -4.50966
H -0.82277 7.82596 -6.14945
C -2.81963 -1.12307 -6.52519
C -4.31438 -1.17441 -6.73649
O -4.63111 -2.52570 -6.36768
C -3.65863 -2.96582 -5.53186
O -3.71144 -3.98248 -4.91630
O -2.62173 -2.09496 -5.49063
H -2.46953 -0.14416 -6.20654
H -2.25608 -1.43280 -7.40796
H -4.85282 -0.49126 -6.07765
H -4.60427 -0.97932 -7.76721
C -8.62531 0.20793 -3.41914
C -8.79100 -0.28266 -4.83766
O -7.68099 0.32596 -5.50549
C -6.72703 0.58349 -4.57243
O -5.61512 0.92555 -4.82931
O -7.20178 0.39349 -3.32727
H -8.96756 -0.51244 -2.68000
H -9.12250 1.15603 -3.24597
H -8.69884 -1.36779 -4.92462
H -9.73246 0.02972 -5.28431
C -2.01443 -0.58424 3.53449
C -2.35330 -2.05197 3.44996
O -1.31609 -2.65625 4.23341
C -0.85437 -1.71514 5.09924
O -0.11600 -1.94690 6.00389
O -1.35145 -0.49587 4.80197
H -2.89220 0.05677 3.51389
H -1.32370 -0.26880 2.75028
H -3.31764 -2.28614 3.90449
H -2.33892 -2.43039 2.43052
C 2.38111 8.97585 -9.96394
C 2.56712 7.47498 -9.99779
O 3.14366 7.20973 -8.71916
C 2.79568 8.21386 -7.88422
O 2.97372 8.20394 -6.70913
O 2.21062 9.23313 -8.56793
H 1.51233 9.31008 -10.52601
H 3.26261 9.51524 -10.31616
H 1.62104 6.93620 -10.07637
H 3.22923 7.14550 -10.79445
C 3.37328 -0.54524 8.08314
C 4.21982 0.07396 9.16291
O 4.94841 1.07616 8.45175
C 4.23015 1.39601 7.33757
O 4.48328 2.30939 6.62085
O 3.19975 0.53382 7.16163
H 2.41340 -0.89775 8.45173
H 3.88034 -1.36427 7.57228
H 3.62183 0.55588 9.94015
H 4.89400 -0.64230 9.62585
C -13.50608 0.56510 -0.70972
C -12.73819 -0.72104 -0.91581
O -11.80069 -0.35647 -1.93344
C -11.63132 0.98776 -1.88247
O -10.79125 1.57863 -2.48230
O -12.53928 1.55949 -1.05932
H -13.84362 0.69958 0.31470
H -14.36159 0.65498 -1.38168
H -12.18867 -1.02896 -0.02482
H -13.36640 -1.54395 -1.24712
C 7.54858 -2.62391 7.93334
C 7.60459 -3.82640 7.02062
O 6.54540 -4.64837 7.52741
C 5.66772 -3.84271 8.17283
O 4.59928 -4.18576 8.56356
O 6.16898 -2.59048 8.31517
H 7.83306 -1.70001 7.43603
H 8.15778 -2.74808 8.83061
H 7.38743 -3.57652 5.98111
H 8.55612 -4.35060 7.06827
C 6.92180 -8.53626 8.66748
C 6.76408 -8.99630 7.23671
O 7.91337 -8.43078 6.60453
C 8.85624 -8.22387 7.55548
O 9.98153 -7.91655 7.33156
O 8.34117 -8.41079 8.79920
H 6.52554 -9.25157 9.38423
H 6.46387 -7.56128 8.84425
H 6.80593 -10.08311 7.13892
H 5.85034 -8.63379 6.77255
C -3.91406 -5.66934 6.56399
C -3.09968 -4.40125 6.65492
O -4.00407 -3.41492 6.14535
C -5.26675 -3.88289 6.31224
O -6.25180 -3.24061 6.14548
O -5.25402 -5.18549 6.69602
H -3.68101 -6.38117 7.35214
H -3.81185 -6.16429 5.59630
H -2.83921 -4.14193 7.68247
H -2.19185 -4.43722 6.05733



Q: Which of these has the lowest maximum force?
A: C46H67FInO33S2



Q: HOMO level of number 2 (C46H66O39)?
A: -10.1 eV



Q: Which of these has the highest LUMO level?
A: C46H67FInO33S2